Density functional theory data (ωB97M-V with the def2-TZVPD basis set) for a cluster of 2 separate species, C3H9N2 in total in a non-equilibrium geometry.

Structure (ORCA input):
```
! wB97M-V def2-TZVPD RIJCOSX def2/J DEFGRID3
* xyz 1 1
C -1.662 -0.222 0.060
C -1.606 1.284 0.039
C 1.012 -0.846 0.283
N -2.355 -1.170 0.019
N 2.085 0.166 -0.167
H -0.810 1.378 -0.786
H -2.624 1.666 -0.241
H -1.199 1.569 0.986
H 1.325 -1.142 1.222
H 0.896 -1.545 -0.568
H -2.288 -2.145 -0.190
H 2.093 0.818 -0.993
H 2.956 -0.463 -0.287
H 2.175 0.650 0.622
*
```

The calculation puts the total energy at -228.8023 hartree. The HOMO energy comes out at -11.72 eV. The molar mass comes out at 73.119 g/mol. Its HOMO-LUMO gap is 7.93 eV. The value obtained for the energy above the lowest of the compared OMol25 structures with the same formula, charge and spin is 5.022 eV.